{"formula": "C20H15N3O7STeV", "method": "ωB97M-V with the def2-TZVPD basis set", "species": ["V", "O", "C", "O", "C", "C", "N", "N", "C", "C", "O", "O", "H", "H", "H", "C", "Te", "C", "C", "C", "C", "C", "C", "C", "H", "H", "H", "H", "H", "H", "H", "H", "O", "S", "O", "N", "C", "O", "C", "C", "C", "C", "C", "C", "H", "H", "H", "H"], "coordinates": [[0.0199, 0.3454, 0.1953], [-4.0876, -4.6596, 1.1059], [-3.6141, -3.6689, 0.3452], [-4.1960, -3.2766, -0.6169], [-2.3758, -2.9561, 0.8023], [-1.6592, -3.0314, 2.0000], [-0.6724, -2.1427, 1.9572], [-0.6854, -1.4728, 0.7961], [-1.7159, -1.9643, 0.0904], [-1.9368, -1.2478, -1.1977], [-2.5554, -1.4634, -2.1568], [-1.0925, -0.0532, -1.0901], [-3.5181, -4.8963, 1.8485], [-1.8005, -3.6373, 2.8823], [-0.0216, -1.8291, 2.6993], [3.1133, 0.8577, -2.6102], [1.6138, 1.8251, -1.4183], [0.5058, 1.8657, -3.2443], [1.6175, 2.0154, -4.2573], [1.3866, 2.6092, -5.4906], [2.4199, 2.6930, -6.4131], [3.6808, 2.2043, -6.1014], [3.9218, 1.6259, -4.8630], [2.8844, 1.5239, -3.9457], [2.8888, -0.2086, -2.5756], [4.0831, 1.0529, -2.1607], [-0.1934, 2.6978, -3.2141], [-0.0401, 0.9245, -3.3012], [0.4092, 3.0067, -5.7326], [2.2414, 3.1568, -7.3735], [4.4872, 2.2880, -6.8169], [4.9103, 1.2597, -4.6167], [2.5731, -1.6349, 5.1777], [1.6890, -0.5233, 5.1570], [0.6554, -0.3346, 6.1113], [0.9357, -0.5312, 3.5997], [1.3231, 0.4963, 2.9720], [0.8648, 0.6682, 1.6785], [2.2555, 1.4475, 3.5750], [2.8118, 2.6188, 3.0960], [3.6855, 3.3056, 3.9313], [3.9847, 2.8278, 5.2034], [3.4224, 1.6493, 5.6893], [2.5595, 0.9815, 4.8505], [2.5738, 3.0047, 2.1138], [4.1374, 4.2276, 3.5929], [4.6665, 3.3850, 5.8316], [3.6531, 1.2810, 6.6797]], "forces_ev_per_angstrom": [[-0.54, -0.19, -0.16], [0.21, -0.02, -0.04], [-0.43, 0.28, 0.26], [0.12, -0.09, -0.13], [0.26, -0.28, 0.06], [-0.05, -0.05, -0.04], [0.16, 0.09, -0.07], [-0.02, -0.15, 0.17], [-0.16, 0.18, -0.26], [0.36, 0.37, 0.11], [-0.07, -0.07, -0.06], [-0.20, -0.15, 0.25], [-0.03, -0.06, -0.06], [-0.01, 0.00, -0.01], [-0.01, 0.02, 0.04], [-0.08, 0.00, 0.09], [0.26, 0.13, -0.25], [0.08, -0.03, -0.02], [-0.09, -0.01, -0.02], [0.02, 0.00, 0.01], [-0.01, 0.00, -0.01], [0.02, 0.00, 0.01], [-0.05, 0.01, -0.02], [0.11, -0.07, 0.00], [0.04, -0.02, -0.07], [0.03, 0.01, -0.03], [0.01, 0.02, -0.02], [-0.02, 0.01, -0.05], [0.00, -0.01, 0.01], [0.01, 0.00, 0.00], [-0.01, 0.00, 0.00], [0.00, 0.00, 0.00], [-0.03, -0.02, 0.03], [-0.10, -0.06, -0.09], [0.02, -0.06, 0.02], [0.18, 0.02, 0.16], [-0.38, 0.01, -0.95], [0.35, 0.15, 0.90], [-0.11, -0.24, 0.24], [0.03, 0.08, 0.00], [-0.01, -0.02, 0.01], [0.02, 0.03, 0.01], [-0.05, -0.01, -0.05], [0.20, 0.21, 0.04], [-0.02, -0.02, -0.02], [0.00, 0.00, 0.00], [0.00, 0.00, -0.01], [0.00, 0.00, 0.00]], "relative_energy_kcal_mol": 16.4, "multiplicity": 2, "charge": 2, "homo_ha": [-0.5496, -0.5506]}



{"formula": "C20H15N5O2OsS4", "method": "ωB97M-V with the def2-TZVPD basis set", "species": ["Os", "O", "N", "O", "C", "C", "C", "C", "C", "C", "N", "C", "C", "N", "C", "C", "C", "C", "H", "H", "H", "H", "H", "H", "H", "S", "C", "S", "S", "N", "C", "S", "N", "C", "C", "C", "C", "C", "C", "H", "H", "H", "H", "H", "H", "H", "H"], "coordinates": [[0.3132, 0.4941, -0.4310], [4.5524, 2.2162, 4.9610], [5.1822, 2.0102, 3.9450], [6.3781, 2.0892, 3.8293], [4.4128, 1.5975, 2.7339], [5.1485, 1.1447, 1.7001], [4.5254, 0.6816, 0.5006], [5.2346, 0.2065, -0.6207], [4.5338, -0.2105, -1.7220], [3.1350, -0.1646, -1.7066], [2.4508, 0.2734, -0.6607], [3.1369, 0.6994, 0.4291], [2.3634, 1.2024, 1.5216], [1.0047, 1.2194, 1.3417], [0.2158, 1.7116, 2.3053], [0.7476, 2.2035, 3.4855], [2.1079, 2.1899, 3.6892], [2.9684, 1.6700, 2.6942], [6.2259, 1.1284, 1.7955], [6.3166, 0.1752, -0.6059], [5.0399, -0.5771, -2.6035], [2.5581, -0.4903, -2.5630], [-0.8445, 1.7232, 2.0996], [0.0820, 2.6044, 4.2363], [2.5223, 2.5766, 4.6054], [-2.7360, 3.0576, -2.4512], [-1.7458, 2.1498, -1.5962], [-1.9844, 1.1078, -0.2205], [0.0179, 1.9369, -1.9977], [-2.2401, -2.5605, 0.0446], [-1.7527, -1.9153, -0.9905], [0.0091, -1.5891, -1.0827], [-2.4954, -1.5717, -2.0135], [-3.9288, -1.7863, -2.0450], [-4.4070, -3.0552, -2.3401], [-5.7789, -3.2608, -2.3543], [-6.6410, -2.2059, -2.0855], [-6.1428, -0.9427, -1.7962], [-4.7733, -0.7223, -1.7692], [-1.6408, -2.8416, 0.8025], [-3.2271, -2.7871, 0.0871], [-2.0551, -1.0504, -2.7593], [-3.7183, -3.8585, -2.5718], [-6.1730, -4.2404, -2.5875], [-7.7100, -2.3688, -2.1053], [-6.8205, -0.1254, -1.5911], [-4.3679, 0.2548, -1.5366]], "forces_ev_per_angstrom": [[0.29, 0.30, -0.02], [0.01, -0.03, -0.03], [0.01, 0.00, 0.03], [-0.05, 0.01, -0.03], [0.02, 0.04, 0.09], [0.05, -0.03, 0.01], [-0.05, 0.01, -0.01], [0.00, 0.00, 0.03], [0.01, -0.01, -0.03], [-0.01, 0.01, 0.02], [-0.09, -0.05, -0.07], [-0.03, 0.00, 0.00], [0.03, 0.01, 0.01], [-0.23, 0.02, 0.16], [0.11, -0.05, -0.09], [0.00, 0.03, 0.06], [-0.01, 0.00, 0.00], [0.01, -0.04, -0.12], [0.00, 0.00, -0.01], [0.00, 0.01, 0.01], [-0.01, 0.00, 0.00], [0.00, 0.00, 0.00], [-0.02, 0.00, 0.00], [0.01, 0.00, 0.00], [0.00, 0.00, 0.00], [0.00, 0.00, 0.07], [-0.13, 0.00, -0.19], [0.25, 0.12, 0.18], [-0.01, -0.08, 0.07], [0.01, 0.07, 0.07], [0.03, 0.01, -0.32], [-0.07, -0.17, 0.12], [-0.10, -0.10, 0.08], [0.08, -0.02, -0.04], [-0.01, 0.02, 0.00], [0.01, 0.00, 0.00], [-0.02, -0.01, 0.01], [0.01, 0.00, 0.00], [-0.05, 0.02, 0.00], [0.01, -0.01, 0.01], [0.01, -0.02, -0.02], [-0.01, -0.01, -0.01], [-0.01, 0.00, 0.00], [0.00, 0.00, 0.00], [0.00, 0.00, 0.00], [0.00, 0.00, 0.00], [-0.03, -0.04, -0.05]], "charge": 2, "homo_ha": -0.5290}



{"formula": "C20H16AuFN5O5", "method": "ωB97M-V with the def2-TZVPD basis set", "species": ["Au", "C", "C", "N", "N", "C", "O", "C", "C", "C", "C", "C", "C", "C", "C", "C", "C", "C", "N", "H", "H", "H", "H", "H", "H", "H", "H", "H", "H", "H", "H", "F", "C", "C", "N", "C", "C", "O", "O", "C", "O", "N", "C", "O", "H", "H", "H", "H"], "coordinates": [[0.1584, 1.4110, 0.4899], [1.3536, -2.5118, 1.9428], [0.9294, -1.0935, 1.7993], [1.2079, -0.4173, 0.7343], [1.9206, -0.7926, -0.2809], [1.8619, 0.0036, -1.3402], [1.1151, 1.0430, -1.3809], [2.6695, -0.3505, -2.5069], [2.7611, 0.5551, -3.5670], [3.5035, 0.2306, -4.6857], [4.1502, -0.9972, -4.7578], [4.0592, -1.9016, -3.7054], [3.3273, -1.5831, -2.5792], [0.1535, -0.3917, 2.8174], [-0.1686, -0.9269, 4.0536], [-0.8803, -0.1590, 4.9666], [-1.2551, 1.1331, 4.6320], [-0.9274, 1.6071, 3.3729], [-0.2546, 0.8575, 2.5108], [2.1541, -2.7355, 1.2444], [0.4993, -3.1514, 1.7035], [1.6806, -2.7208, 2.9591], [2.2512, 1.5061, -3.4920], [3.5760, 0.9354, -5.5024], [4.7279, -1.2513, -5.6363], [4.5590, -2.8586, -3.7665], [3.2524, -2.2752, -1.7522], [0.1299, -1.9327, 4.3068], [-1.1328, -0.5707, 5.9340], [-1.7951, 1.7638, 5.3223], [-1.2155, 2.5936, 3.0285], [-2.9973, -1.1294, 2.1123], [-2.8184, -0.6615, 0.8622], [-3.2004, 0.5872, 0.5423], [-3.0011, 1.1210, -0.6976], [-3.2480, 2.5245, -0.9141], [-2.2369, 3.4949, -0.0919], [-2.5106, 4.6620, -0.1770], [-1.3454, 2.8948, 0.6188], [-2.3936, 0.3659, -1.7196], [-2.1846, 0.8061, -2.8192], [-2.0529, -0.9228, -1.3431], [-2.1256, -1.5163, -0.0865], [-1.6182, -2.5904, 0.1566], [-3.6832, 1.2212, 1.2740], [-4.2317, 2.8164, -0.5533], [-3.1248, 2.7715, -1.9608], [-1.5993, -1.4639, -2.0678]], "forces_ev_per_angstrom": [[0.19, -2.49, 0.69], [0.05, 0.00, -0.07], [0.03, -0.23, -0.01], [-1.36, 2.16, 0.06], [0.87, -0.35, -0.85], [0.22, -1.21, 0.67], [-1.12, 1.70, 0.75], [-0.05, 0.13, -0.32], [-0.10, 0.01, 0.18], [0.05, 0.00, -0.06], [-0.05, 0.04, 0.05], [0.04, -0.03, -0.03], [-0.11, 0.09, 0.13], [-0.08, -0.20, 0.26], [0.06, 0.02, -0.13], [-0.04, 0.20, -0.06], [0.11, -0.26, 0.04], [-0.19, 0.31, 0.00], [-0.14, 0.90, -1.14], [0.02, 0.00, 0.02], [-0.05, 0.02, 0.00], [0.03, 0.00, 0.01], [0.00, -0.01, -0.06], [0.02, -0.02, -0.01], [0.00, 0.00, -0.01], [0.02, 0.01, 0.00], [0.01, -0.02, -0.03], [0.03, -0.02, -0.06], [-0.01, 0.00, 0.00], [-0.02, 0.02, -0.03], [0.01, -0.03, -0.06], [0.06, 0.02, -0.13], [-0.08, 0.30, 0.16], [0.02, -0.46, 0.17], [0.27, -0.61, -0.48], [1.15, 1.26, 1.00], [-2.61, -0.75, -2.55], [0.84, -0.16, 0.67], [2.30, -0.54, 1.19], [-0.48, 0.51, 0.34], [0.13, -0.08, -0.02], [0.22, -0.14, -0.02], [0.04, 0.13, 0.10], [0.02, 0.07, -0.01], [0.00, 0.03, -0.01], [-0.13, -0.14, -0.21], [-0.16, -0.12, -0.11], [-0.01, -0.03, -0.02]], "relative_energy_kcal_mol": 0.6, "charge": 1, "homo_ha": [-0.4317, -0.4317]}



{"formula": "C20H16BCl3FO5S2", "method": "ωB97M-V with the def2-TZVPD basis set", "species": ["Cl", "B", "Cl", "Cl", "O", "C", "C", "C", "C", "C", "C", "C", "H", "H", "H", "H", "H", "H", "F", "C", "S", "C", "C", "C", "C", "C", "C", "O", "O", "S", "C", "C", "C", "C", "C", "C", "O", "O", "H", "H", "H", "H", "H", "H", "H", "H", "H", "H"], "coordinates": [[-3.6598, 2.5637, -0.2234], [-2.7104, 1.2780, 0.7085], [-2.8321, 1.4626, 2.5798], [-3.5057, -0.4349, 0.2916], [-1.3125, 1.3177, 0.3052], [-0.5511, 0.3124, 0.8858], [0.5020, 0.7439, 1.8804], [0.9254, -0.1841, 2.8269], [1.9569, 0.1558, 3.6989], [2.5804, 1.4038, 3.5860], [2.1162, 2.3372, 2.6602], [1.0460, 2.0244, 1.8200], [-1.1736, -0.4725, 1.3228], [0.4178, -1.1463, 2.8448], [2.2831, -0.5636, 4.4511], [3.4285, 1.6435, 4.2311], [2.5788, 3.3194, 2.5739], [0.5856, 2.7519, 1.1519], [1.6362, -1.2859, -3.2020], [1.4227, -1.1796, -1.8853], [2.4321, -2.3758, -0.9475], [3.8674, -1.3755, -0.5044], [3.9555, -0.8831, 0.7940], [4.9455, 0.0450, 1.1078], [5.8820, 0.4154, 0.1422], [5.8086, -0.1147, -1.1482], [4.7919, -1.0100, -1.4821], [1.7810, -2.7180, 0.2989], [2.8416, -3.3950, -1.8880], [0.9025, 0.2983, -1.3260], [-0.2751, 0.9998, -2.4419], [0.1481, 2.0717, -3.2541], [-0.6881, 2.5576, -4.2583], [-1.9707, 2.0252, -4.4276], [-2.3967, 0.9791, -3.6054], [-1.5473, 0.4523, -2.6345], [0.1263, -0.4499, -0.1332], [1.8389, 1.3183, -0.8717], [3.2486, -1.2344, 1.5420], [4.9755, 0.4595, 2.1151], [6.6733, 1.1195, 0.3990], [6.5400, 0.1605, -1.9088], [4.7053, -1.4315, -2.4832], [1.1314, 2.5074, -3.0821], [-0.3294, 3.3599, -4.9048], [-2.6378, 2.4285, -5.1920], [-3.3995, 0.5636, -3.7028], [-1.8815, -0.3702, -2.0051]], "forces_ev_per_angstrom": [[0.21, 0.05, 0.14], [-0.04, -0.21, -0.11], [-0.11, 0.16, -0.16], [0.16, 0.23, -0.04], [0.04, -0.57, 0.52], [-0.12, 0.14, 0.72], [-0.32, 0.57, 0.00], [0.07, 0.41, -0.14], [0.07, -0.05, -0.09], [-0.07, -0.19, 0.03], [-0.21, 0.06, -0.21], [0.02, -0.24, 0.50], [-0.02, 0.17, 0.06], [0.26, 0.05, 0.17], [-0.01, 0.21, -0.17], [-0.28, -0.02, -0.13], [-0.04, -0.20, 0.14], [0.36, -0.19, 0.07], [0.56, 0.22, -1.80], [0.23, -1.29, 0.77], [-0.59, 1.47, 0.02], [0.01, -0.22, 0.05], [-0.03, 0.00, -0.09], [0.10, -0.20, -0.09], [-0.12, 0.01, 0.02], [-0.13, -0.20, -0.05], [-0.02, 0.05, 0.14], [0.37, 0.01, -0.69], [-0.25, 0.52, 0.30], [0.66, -1.54, 1.49], [-0.24, 0.46, -1.25], [0.09, -0.40, 0.40], [-0.11, -0.07, 0.15], [0.25, -0.12, 0.23], [0.18, 0.11, 0.07], [0.22, -0.26, 0.23], [-0.05, 1.30, -0.94], [-1.11, -0.27, -0.45], [0.05, 0.23, -0.17], [0.08, -0.09, -0.26], [-0.19, -0.13, -0.10], [-0.15, -0.01, 0.24], [0.04, 0.14, 0.21], [-0.21, -0.12, -0.10], [-0.15, -0.19, 0.22], [0.22, -0.13, 0.22], [0.28, 0.13, 0.02], [0.05, 0.17, -0.10]], "relative_energy_kcal_mol": 4.5, "charge": -1, "homo_ha": -0.1963}



{"formula": "C20H16BHgN10S2", "method": "ωB97M-V with the def2-TZVPD basis set", "species": ["Hg", "C", "C", "N", "N", "C", "B", "N", "C", "C", "C", "N", "N", "C", "C", "C", "N", "H", "H", "H", "H", "H", "H", "H", "H", "H", "H", "S", "C", "C", "N", "C", "S", "C", "N", "N", "C", "N", "C", "C", "C", "C", "C", "C", "H", "H", "H", "H", "H", "H"], "coordinates": [[-0.3585, -0.6552, -0.5545], [4.2825, 0.7272, 1.0572], [3.2258, -0.0867, 1.4924], [2.0505, 0.4863, 1.2634], [2.3182, 1.6655, 0.6712], [3.6472, 1.8363, 0.5421], [1.2296, 2.6826, 0.1912], [0.8955, 2.5202, -1.2941], [1.4093, 3.2313, -2.3212], [0.8570, 2.7532, -3.4886], [-0.0080, 1.7261, -3.0638], [0.0174, 1.6048, -1.7477], [-0.0274, 2.4753, 1.0613], [-0.4300, 3.2834, 2.0585], [-1.4973, 2.6873, 2.6989], [-1.6771, 1.4856, 1.9932], [-0.8002, 1.3807, 1.0051], [5.3409, 0.5293, 1.0943], [3.2672, -1.0676, 1.9440], [4.0435, 2.7233, 0.0743], [1.6653, 3.7974, 0.3750], [2.1431, 4.0051, -2.1543], [1.0661, 3.0669, -4.4975], [-0.6349, 1.0771, -3.6574], [0.0685, 4.2206, 2.2428], [-2.0579, 3.0571, 3.5414], [-2.4185, 0.7130, 2.1371], [1.4976, -1.4080, -2.0167], [0.5039, -1.3890, -3.4858], [1.2344, -1.1564, -4.6559], [1.8675, -0.9567, -5.6192], [-0.9258, -1.5399, -3.5329], [-2.0019, -1.6759, -2.1244], [-1.6098, -1.5356, -4.7519], [-2.2098, -1.5542, -5.7572], [-0.3937, -1.7594, 3.8629], [-0.0290, -1.2108, 2.6648], [-0.6462, -1.7607, 1.6674], [-1.4748, -2.7252, 2.2019], [-2.3511, -3.6008, 1.5707], [-3.0668, -4.4667, 2.3768], [-2.9203, -4.4752, 3.7722], [-2.0445, -3.6140, 4.4103], [-1.3294, -2.7441, 3.5971], [-0.0367, -1.4964, 4.7622], [0.6793, -0.3949, 2.5610], [-2.4542, -3.5864, 0.4900], [-3.7609, -5.1587, 1.9165], [-3.5025, -5.1655, 4.3700], [-1.9227, -3.6240, 5.4867]], "forces_ev_per_angstrom": [[0.01, -0.07, -0.62], [0.03, -0.07, 0.04], [0.03, 0.03, -0.02], [0.19, 0.19, -0.08], [0.13, 0.07, 0.13], [-0.12, -0.02, -0.09], [-0.05, -0.28, -0.17], [0.05, 0.29, 0.23], [0.01, -0.13, -0.12], [0.00, -0.05, 0.08], [-0.08, 0.14, -0.21], [0.05, 0.24, -0.15], [-0.02, 0.23, 0.01], [0.00, -0.05, 0.08], [0.00, -0.11, 0.00], [-0.18, 0.12, -0.09], [0.04, -0.29, 0.37], [-0.02, 0.00, -0.02], [-0.01, 0.01, -0.01], [-0.02, -0.01, 0.01], [-0.01, 0.01, 0.02], [-0.05, -0.01, 0.06], [-0.01, -0.02, 0.02], [0.03, -0.02, 0.07], [0.04, -0.03, -0.03], [-0.01, 0.02, -0.04], [0.04, 0.00, -0.02], [0.15, -0.15, 0.22], [-0.08, -0.09, -0.07], [-0.02, 0.08, -0.05], [-0.06, -0.05, 0.10], [0.12, -0.04, -0.15], [-0.18, 0.01, 0.26], [-0.01, -0.02, -0.10], [0.07, 0.02, 0.14], [-0.04, -0.12, 0.06], [0.01, 0.03, 0.32], [0.07, 0.21, -0.17], [-0.01, -0.10, 0.12], [-0.07, -0.03, -0.07], [-0.07, -0.07, -0.05], [0.05, 0.05, 0.04], [0.00, -0.03, -0.02], [0.08, 0.12, 0.00], [0.01, 0.05, -0.01], [-0.03, -0.07, -0.03], [0.02, 0.03, 0.03], [0.00, 0.00, 0.02], [-0.02, -0.04, -0.04], [-0.02, 0.00, 0.00]], "relative_energy_kcal_mol": 0.0, "multiplicity": 2, "charge": -2, "homo_ha": [0.0660, -0.0052]}



> Look up the charge of the first one.

+2